Entry 1:
DFT (wB97M-V/def2-TZVPD) results for a cluster of 14 separate species, C61H80F40N6O11 in total in a non-equilibrium geometry.

Geometry as XYZ:
```
198
Properties=species:S:1:pos:R:3:mulliken_charge:R:1
C -5.22 -1.97 0.68 -1.423
C -5.95 -0.83 0.09 1.259
C -7.30 -0.45 0.85 0.089
F -8.15 -1.50 0.98 -0.338
F -7.13 -0.04 2.13 -0.158
F -5.15 0.20 0.25 0.110
F -6.11 -1.03 -1.22 -0.352
O -5.03 -1.79 2.10 -0.070
C -4.18 -2.68 2.80 0.535
C -4.04 -2.23 4.31 0.301
F -5.16 -2.40 5.01 -0.285
F -3.06 -2.84 4.98 -0.291
F -4.67 -3.90 2.80 -0.206
F -2.97 -2.65 2.20 -0.010
H -4.32 -2.11 0.08 0.330
H -5.72 -2.93 0.53 0.278
H -7.90 0.31 0.35 0.171
H -3.75 -1.18 4.35 -0.119
C -6.24 3.28 2.35 -1.611
C -4.93 3.07 3.18 1.179
C -4.69 1.55 3.48 0.695
F -3.49 1.34 4.09 -0.272
F -5.59 0.95 4.23 -0.300
F -3.93 3.54 2.52 -0.027
F -5.09 3.80 4.23 -0.374
O -6.22 2.66 1.10 -0.147
C -6.41 3.61 -0.01 0.705
C -6.37 2.78 -1.35 0.734
F -7.26 1.86 -1.58 -0.280
F -6.45 3.62 -2.39 -0.314
F -7.56 4.28 0.10 -0.299
F -5.42 4.49 0.13 -0.235
H -6.38 4.36 2.36 0.499
H -7.09 2.85 2.88 0.413
H -4.65 1.00 2.54 -0.321
H -5.42 2.27 -1.40 -0.102
C 7.62 2.01 -1.64 -0.969
C 8.56 1.20 -2.65 0.873
C 9.76 2.04 -3.28 0.066
F 10.34 2.79 -2.31 -0.275
F 10.71 1.25 -3.84 -0.257
F 9.06 0.09 -2.09 -0.328
F 7.80 0.71 -3.65 -0.270
O 6.54 1.18 -1.17 -0.078
C 6.58 0.78 0.24 0.613
C 5.38 -0.10 0.61 0.787
F 5.28 -1.21 -0.10 -0.153
F 5.42 -0.44 1.90 -0.265
F 7.69 0.11 0.53 -0.316
F 6.60 1.87 0.96 -0.209
H 7.17 2.90 -2.08 0.289
H 8.28 2.32 -0.83 0.527
H 9.42 2.75 -4.03 0.282
H 4.41 0.40 0.53 -0.424
C -4.87 -6.63 -0.93 -1.449
C -4.10 -5.33 -1.16 1.463
C -2.83 -5.54 -1.96 0.496
F -2.15 -6.58 -1.40 -0.299
F -2.95 -5.79 -3.29 -0.314
F -4.90 -4.51 -1.86 -0.307
F -3.78 -4.80 0.03 -0.170
O -5.91 -6.53 0.10 -0.393
C -5.64 -7.27 1.28 1.010
C -6.74 -7.07 2.35 0.093
F -6.74 -7.85 3.43 -0.279
F -6.77 -5.85 2.85 -0.162
F -5.68 -8.55 0.97 -0.287
F -4.41 -7.00 1.76 -0.247
H -4.22 -7.51 -0.83 0.493
H -5.43 -6.87 -1.83 0.477
H -2.26 -4.63 -1.83 -0.171
H -7.68 -7.27 1.83 0.157
C 4.51 -3.49 -2.89 -1.547
C 4.67 -2.17 -3.71 1.278
C 6.09 -1.95 -4.19 0.125
F 7.11 -1.93 -3.32 -0.234
F 6.45 -2.80 -5.13 -0.342
F 3.83 -2.03 -4.71 -0.337
F 4.42 -1.14 -2.94 -0.247
O 3.36 -3.39 -2.07 -0.214
C 2.39 -4.43 -2.15 0.609
C 1.18 -4.13 -1.28 0.424
F 0.27 -5.10 -1.42 -0.231
F 1.49 -3.98 0.02 -0.071
F 1.99 -4.41 -3.44 -0.179
F 2.97 -5.65 -1.83 -0.313
H 5.28 -3.57 -2.12 0.495
H 4.60 -4.38 -3.51 0.462
H 6.17 -1.02 -4.75 0.264
H 0.68 -3.19 -1.51 -0.246
O 0.60 1.96 -2.66 -0.544
C 1.77 1.85 -3.06 0.211
O 2.83 2.09 -2.25 -0.122
C 4.07 1.87 -2.93 1.739
C 3.72 1.70 -4.38 -1.066
C 2.25 1.41 -4.45 -0.046
H 4.58 1.00 -2.53 -0.767
H 4.72 2.74 -2.83 -0.364
H 4.32 0.94 -4.88 0.326
H 4.00 2.65 -4.83 0.430
H 2.00 0.37 -4.62 -0.188
H 1.74 2.09 -5.13 0.438
O 3.05 1.60 2.39 0.008
C 3.20 1.61 3.64 0.102
O 2.30 1.07 4.46 -0.185
C 2.70 1.13 5.81 -0.181
C 4.13 1.62 5.79 -0.948
C 4.33 2.20 4.39 -0.174
H 2.58 0.22 6.39 0.336
H 2.13 1.93 6.29 -0.013
H 4.82 0.82 6.04 0.278
H 4.31 2.47 6.44 0.380
H 5.22 1.98 3.81 0.305
H 4.10 3.27 4.41 0.255
O -1.37 -1.44 -1.46 -0.449
C -0.78 -0.81 -0.58 0.087
O 0.48 -1.09 -0.26 0.014
C 1.00 -0.28 0.77 1.012
C -0.01 0.89 0.79 1.586
C -1.28 0.23 0.37 1.638
H 1.99 0.02 0.44 -0.528
H 0.92 -0.86 1.69 -0.888
H 0.27 1.48 -0.07 -0.768
H -0.12 1.45 1.72 -0.348
H -1.88 0.96 -0.17 -0.564
H -1.78 -0.21 1.23 -0.731
C 2.45 -2.55 3.42 -0.040
C 1.30 -3.42 3.95 -1.216
C -0.15 -3.16 3.37 -0.117
C -0.71 -1.85 3.68 0.188
N -1.05 -0.78 3.82 -0.329
H 2.48 -2.69 2.34 -0.045
H 3.40 -2.81 3.89 0.540
H 2.20 -1.49 3.53 -0.332
H 1.22 -3.27 5.02 0.392
H 1.49 -4.48 3.82 0.426
H -0.76 -3.90 3.89 0.640
H -0.18 -3.48 2.33 0.132
C -0.27 3.09 4.06 -0.103
C -1.10 3.94 5.05 -0.601
C -0.48 4.21 6.38 -0.422
C 0.94 4.59 6.29 0.252
N 2.04 4.96 6.19 -0.553
H 0.44 3.74 3.55 0.284
H -0.92 2.68 3.29 -0.329
H 0.14 2.19 4.53 0.353
H -2.09 3.48 5.03 0.118
H -1.20 4.88 4.51 0.200
H -0.46 3.31 6.98 0.311
H -1.04 4.93 6.98 0.422
C 3.66 4.61 1.35 -1.181
C 4.17 4.27 -0.03 1.222
C 5.40 5.04 -0.50 -0.615
C 6.58 4.87 0.33 0.186
N 7.53 4.78 1.00 -0.616
H 2.69 4.20 1.64 -0.014
H 3.67 5.68 1.55 0.504
H 4.26 4.22 2.18 0.218
H 3.36 4.30 -0.76 0.220
H 4.54 3.24 -0.04 -0.662
H 5.25 6.12 -0.57 0.518
H 5.79 4.72 -1.47 0.213
C -4.69 0.78 -4.75 -1.477
C -3.64 0.13 -3.88 0.494
C -2.32 0.89 -3.82 0.948
C -1.47 0.88 -4.98 -0.154
N -0.79 0.88 -5.93 -0.675
H -5.59 0.16 -4.72 0.420
H -4.24 0.91 -5.73 0.403
H -5.00 1.77 -4.42 0.313
H -3.38 -0.90 -4.12 0.199
H -3.97 0.08 -2.84 -0.178
H -1.59 0.48 -3.12 -0.719
H -2.40 1.91 -3.44 0.458
C -0.62 -2.59 -4.96 -0.704
C -0.75 -4.14 -4.81 0.255
C -0.04 -4.95 -5.87 -0.444
C -0.20 -4.42 -7.27 0.027
N -0.46 -4.00 -8.33 -0.480
H -1.03 -2.16 -5.87 0.643
H 0.41 -2.26 -4.81 0.098
H -1.24 -2.12 -4.19 -0.205
H -1.81 -4.38 -4.90 0.538
H -0.43 -4.55 -3.85 -0.308
H -0.47 -5.95 -5.88 0.409
H 1.04 -4.97 -5.71 0.115
C -1.76 6.26 0.96 -1.338
C -0.67 5.19 0.75 0.421
C -0.64 4.48 -0.61 0.697
C -1.92 3.89 -0.94 0.173
N -2.96 3.41 -1.17 -0.459
H -1.77 6.80 1.90 0.413
H -2.72 5.75 0.85 0.109
H -1.83 7.01 0.17 0.399
H -0.84 4.47 1.56 -0.492
H 0.29 5.67 0.94 0.433
H 0.07 3.65 -0.64 -0.793
H -0.19 5.18 -1.32 0.561
```

Calculated values
largest force on an atom = 5.00 eV Å⁻¹
LUMO energy = 0.003 hartree
Kohn-Sham gap = 10.65 eV

=====

Entry 2:
DFT (wB97M-V/def2-TZVPD) results for a structure of composition C61H92IN17O2 in a non-equilibrium geometry.

Geometry as XYZ:
```
173
Properties=species:S:1:pos:R:3:mulliken_charge:R:1
C 8.82 -4.00 1.83 -0.820
C 8.91 -2.80 1.26 -0.202
C 8.94 -2.69 -0.20 0.781
O 9.54 -3.48 -0.90 -0.601
O 8.26 -1.65 -0.67 -0.257
C 8.56 -1.29 -2.04 -0.263
C 8.04 0.07 -2.35 -1.023
C 6.52 0.14 -2.37 -0.872
C 5.91 -0.43 -3.64 -0.548
C 4.42 -0.79 -3.45 -0.552
C 3.44 0.24 -4.07 -1.301
C 2.41 0.70 -3.07 0.499
C 2.48 1.97 -2.50 -0.534
C 1.55 2.41 -1.54 0.128
N 1.65 3.67 -0.99 -0.714
C 0.77 4.00 -0.08 0.716
C 0.84 5.36 0.52 -0.984
C -0.50 6.11 0.42 -0.478
C -0.98 6.74 1.73 -1.125
I -2.84 5.90 2.40 -0.056
C -0.25 3.08 0.33 -0.222
N -1.13 3.48 1.36 0.761
C -1.00 2.96 2.53 0.546
C -0.21 3.65 3.59 -0.804
C -1.60 1.65 2.88 -2.183
N -0.39 1.90 -0.19 -0.375
C 0.52 1.56 -1.14 -0.118
C 0.44 0.30 -1.73 -1.296
C 1.34 -0.15 -2.67 0.983
C 1.11 -1.54 -3.18 -0.711
C 0.02 -1.60 -4.25 -0.929
C -1.38 -1.21 -3.77 -1.397
C -1.94 -1.97 -2.59 0.509
C -2.80 -3.20 -2.95 -1.260
C -4.26 -2.91 -2.69 -1.051
C -4.57 -2.80 -1.20 -0.284
C -6.05 -2.43 -0.98 -1.169
C -6.24 -1.00 -0.46 0.460
C -6.37 -0.97 1.06 -0.322
H 8.55 -4.10 2.86 0.328
H 9.01 -4.90 1.28 0.283
H 8.97 -1.94 1.90 0.190
H 8.07 -2.01 -2.68 0.053
H 9.63 -1.31 -2.18 0.584
H 8.40 0.78 -1.60 0.398
H 8.41 0.35 -3.32 0.381
H 6.11 -0.36 -1.50 0.569
H 6.18 1.17 -2.29 0.283
H 6.00 0.28 -4.45 0.368
H 6.43 -1.35 -3.91 0.287
H 4.25 -1.76 -3.88 0.407
H 4.19 -0.91 -2.40 0.317
H 2.94 -0.19 -4.93 0.225
H 4.02 1.11 -4.35 0.725
H 3.27 2.65 -2.79 0.463
H 1.19 5.34 1.55 0.399
H 1.59 5.90 -0.04 0.379
H -1.29 5.47 0.06 0.439
H -0.42 6.94 -0.28 0.390
H -0.26 6.63 2.54 0.415
H -1.17 7.80 1.64 0.519
H 0.84 3.56 3.31 0.165
H -0.49 4.68 3.64 -0.213
H -0.31 3.14 4.55 0.530
H -2.46 1.42 2.27 0.531
H -0.84 0.90 2.65 0.410
H -1.81 1.58 3.95 0.584
H -0.35 -0.36 -1.41 0.621
H 2.00 -1.98 -3.60 0.198
H 0.87 -2.15 -2.32 0.361
H 0.02 -2.60 -4.68 0.429
H 0.30 -0.94 -5.06 0.410
H -1.33 -0.16 -3.51 0.483
H -2.05 -1.29 -4.62 0.462
H -2.62 -1.29 -2.09 0.185
H -1.19 -2.24 -1.85 0.039
H -2.51 -4.02 -2.30 0.414
H -2.62 -3.53 -3.97 0.461
H -4.91 -3.66 -3.12 0.525
H -4.53 -1.95 -3.14 0.327
H -3.98 -2.01 -0.74 0.177
H -4.34 -3.72 -0.70 0.434
H -6.57 -2.54 -1.92 0.675
H -6.47 -3.11 -0.25 0.258
H -7.15 -0.58 -0.89 -0.783
H -5.42 -0.37 -0.77 0.303
H -7.08 -1.72 1.40 0.226
H -5.41 -1.21 1.50 0.086
H -6.65 0.01 1.44 0.397
C 12.92 -1.57 -4.32 -0.930
C 11.66 -0.86 -4.39 0.479
N 10.66 -0.30 -4.45 -0.422
H 13.61 -1.04 -3.67 0.319
H 12.76 -2.57 -3.94 0.245
H 13.35 -1.64 -5.32 0.310
C 4.98 -4.10 0.01 -0.797
C 3.82 -3.27 -0.27 0.418
N 2.90 -2.61 -0.48 -0.382
H 5.61 -3.61 0.75 0.175
H 4.66 -5.07 0.38 0.356
H 5.56 -4.24 -0.91 0.240
C -2.04 -3.08 2.48 -0.803
C -3.33 -3.56 2.02 0.500
N -4.34 -3.93 1.63 -0.436
H -2.17 -2.17 3.05 0.205
H -1.57 -3.83 3.10 0.349
H -1.39 -2.87 1.62 0.197
C -7.45 -4.60 3.22 -0.362
C -8.74 -5.05 2.71 0.468
N -9.75 -5.41 2.31 -0.504
H -7.59 -3.68 3.80 0.240
H -7.02 -5.36 3.85 0.358
H -6.78 -4.39 2.39 -0.080
C -10.26 -0.45 2.73 -0.861
C -9.46 -1.30 3.59 0.581
N -8.81 -1.96 4.26 -0.542
H -10.83 -1.06 2.04 0.344
H -10.95 0.14 3.33 0.378
H -9.62 0.23 2.17 0.045
C -4.51 1.99 1.89 -1.437
C -5.14 0.72 2.21 0.475
N -5.63 -0.29 2.47 -0.445
H -3.70 2.19 2.59 0.468
H -4.10 1.96 0.88 0.224
H -5.25 2.79 1.95 0.437
C -6.04 5.57 -0.40 -0.240
C -6.58 4.27 -0.03 0.455
N -6.93 3.22 0.25 -0.468
H -5.24 5.82 0.29 -0.030
H -5.64 5.53 -1.42 0.005
H -6.82 6.33 -0.35 0.313
C 9.30 1.13 3.85 -0.673
C 8.42 0.02 4.22 0.311
N 7.74 -0.84 4.51 -0.404
H 10.11 1.22 4.57 0.280
H 9.72 0.96 2.87 0.309
H 8.73 2.06 3.84 0.184
C 8.78 4.57 6.39 -0.718
C 9.57 4.76 5.19 0.311
N 10.20 4.90 4.24 -0.371
H 7.97 5.30 6.42 0.272
H 8.36 3.57 6.41 0.256
H 9.40 4.71 7.27 0.269
C 9.79 -4.32 -5.42 -0.509
C 11.21 -4.59 -5.61 0.317
N 12.33 -4.79 -5.75 -0.436
H 9.48 -3.51 -6.08 0.269
H 9.21 -5.21 -5.66 0.351
H 9.61 -4.03 -4.39 0.023
C -9.17 0.42 -0.45 -0.795
C -9.54 -0.93 -0.03 0.625
N -9.82 -1.99 0.29 -0.549
H -8.40 0.82 0.21 0.026
H -8.78 0.40 -1.47 0.416
H -10.04 1.07 -0.42 0.378
C -6.94 6.92 -4.82 -0.773
C -5.84 6.58 -3.93 0.353
N -4.97 6.31 -3.24 -0.430
H -7.16 6.07 -5.47 0.272
H -7.82 7.16 -4.24 0.264
H -6.67 7.78 -5.43 0.272
C -1.17 5.38 7.42 -0.843
C -0.14 5.61 6.42 0.446
N 0.66 5.79 5.62 -0.422
H -1.94 6.15 7.34 0.270
H -1.63 4.41 7.25 0.269
H -0.74 5.41 8.41 0.319
C -10.76 -8.66 1.92 -0.557
C -10.31 -9.98 2.34 0.302
N -9.96 -11.01 2.68 -0.372
H -11.12 -8.71 0.89 0.263
H -11.56 -8.30 2.56 0.254
H -9.93 -7.95 1.96 0.096
```

Calculated values
largest force on an atom = 11.86 eV Å⁻¹
LUMO energy = 0.004 hartree
Kohn-Sham gap = 6.93 eV

=====

Calculated total energy, -204714.8082 -102264.0682 eV (same order as the records).